{"formula": "C8H19N4O2", "method": "ωB97M-V/def2-TZVPD", "charge": 1, "homo_ev": -11.51, "orbital_gap_ev": 8.194, "e_tot_ev": -18651.8366, "e_lumo_ev": -3.3210, "de_lowest_kcal_mol": 14.1, "species": ["C", "O", "C", "N", "C", "N", "C", "N", "N", "H", "H", "H", "H", "H", "H", "H", "H", "H", "C", "C", "O", "C", "C", "H", "H", "H", "H", "H", "H", "H", "H", "H", "H"], "positions_angstrom": [[-0.857, -0.190, -0.522], [-0.764, 1.186, -0.838], [-1.947, 1.884, -0.711], [-2.943, 1.527, -1.713], [-3.997, 0.741, -1.542], [-4.873, 0.440, -2.515], [-5.753, -0.351, -1.959], [-5.515, -0.542, -0.667], [-4.364, 0.146, -0.388], [-1.423, -0.743, -1.270], [-1.373, -0.309, 0.433], [0.136, -0.608, -0.478], [-2.386, 1.783, 0.286], [-1.692, 2.923, -0.842], [-2.806, 1.901, -2.637], [-6.593, -0.779, -2.470], [-5.990, -1.080, 0.038], [-3.936, 0.170, 0.521], [5.146, -1.428, 0.196], [3.629, -1.463, 0.251], [3.096, -1.481, 1.564], [3.420, -0.371, 2.384], [2.915, 0.955, 1.844], [5.566, -2.277, 0.737], [5.485, -1.472, -0.839], [5.552, -0.517, 0.637], [3.274, -2.383, -0.214], [3.204, -0.632, -0.326], [4.499, -0.331, 2.569], [2.946, -0.576, 3.343], [3.368, 1.210, 0.885], [3.140, 1.761, 2.542], [1.833, 0.910, 1.700]], "mulliken_charge": [-0.4978, -0.3732, -0.5221, -0.1305, 0.5291, -0.5304, -0.0178, -0.1821, 0.1288, 0.2847, 0.2460, 0.1854, 0.4129, 0.3366, 0.2337, 0.4443, 0.2200, 0.2258, -1.1620, -0.1863, -0.4318, -0.3284, -0.9093, 0.3012, 0.4010, 0.2771, 0.3865, 0.1879, 0.3070, 0.3307, 0.2714, 0.4006, 0.1612]}

***

{"formula": "C8H19NO2P", "method": "ωB97M-V/def2-TZVPD", "charge": 1, "homo_ev": -12.60, "orbital_gap_ev": 9.001, "e_tot_ev": -23471.4282, "e_lumo_ev": -3.6027, "de_lowest_kcal_mol": 0.0, "species": ["C", "C", "C", "C", "C", "C", "C", "C", "N", "O", "O", "P", "H", "H", "H", "H", "H", "H", "H", "H", "H", "H", "H", "H", "H", "H", "H", "H", "H", "H", "H"], "positions_angstrom": [[1.987, 0.151, 1.907], [0.717, 0.403, 2.764], [1.727, -1.200, 1.209], [-0.236, -0.531, 2.216], [-1.673, -0.737, 2.576], [1.218, -0.525, -3.161], [-0.930, 2.483, -1.587], [-0.113, -0.483, -2.539], [0.312, -1.353, 1.390], [-2.281, 0.769, -0.165], [-0.083, -0.014, -1.214], [-0.729, 1.214, -0.339], [2.060, 0.956, 1.269], [2.823, 0.132, 2.624], [0.952, 0.220, 3.917], [0.411, 1.359, 2.846], [2.071, -1.150, 0.190], [2.209, -2.040, 1.684], [-2.387, -0.147, 1.925], [-2.091, -0.606, 3.589], [-1.933, -1.791, 2.411], [1.682, 0.461, -3.390], [2.067, -1.039, -2.560], [1.065, -1.005, -4.095], [-0.515, 2.077, -2.576], [-1.944, 2.917, -1.593], [-0.426, 3.402, -1.296], [-0.532, -1.433, -2.533], [-1.005, -0.044, -3.152], [-2.863, 0.885, -0.975], [-0.129, -1.903, 0.640]], "mulliken_charge": [-0.6029, -0.5094, -0.3706, 0.4029, -1.1458, -1.0494, -1.1233, -0.3697, 0.0023, -0.5736, -0.2908, 0.5165, 0.3360, 0.3514, 0.3554, 0.3491, 0.0703, 0.4393, 0.1951, 0.3949, 0.3617, 0.2760, 0.2173, 0.4312, 0.2588, 0.3844, 0.3631, 0.3402, 0.3577, 0.3207, 0.3112]}

***

{"formula": "C8H19NO4PdS3", "method": "ωB97M-V/def2-TZVPD", "multiplicity": 3, "homo_ev": [-7.27, -8.66], "orbital_gap_ev": [7.313, 8.431], "e_tot_ev": -54267.6776, "s_squared": 2.016, "e_lumo_ev": [0.0426, -0.2302], "species": ["Pd", "S", "S", "C", "C", "C", "N", "C", "C", "H", "H", "H", "H", "H", "H", "H", "H", "C", "H", "H", "H", "H", "H", "H", "H", "C", "C", "H", "H", "H", "H", "O", "S", "O", "O", "O"], "positions_angstrom": [[-0.658, -0.007, 0.274], [-0.508, -2.466, 0.029], [-0.568, 2.454, 0.138], [0.735, -3.054, 1.191], [0.457, -2.434, -1.511], [1.265, -1.167, -1.771], [0.425, 0.033, -1.588], [1.150, 1.304, -1.790], [0.242, 2.490, -1.487], [-0.291, -2.584, -2.304], [1.104, -3.318, -1.460], [1.660, -1.159, -2.801], [2.106, -1.073, -1.072], [1.505, 1.336, -2.834], [2.021, 1.281, -1.123], [-0.585, 2.543, -2.211], [0.797, 3.434, -1.509], [0.786, 3.012, 1.187], [-0.389, -0.008, -2.208], [1.703, 2.464, 0.951], [0.487, 2.804, 2.222], [0.896, 4.091, 1.002], [0.382, -2.804, 2.201], [1.692, -2.559, 1.000], [0.801, -4.141, 1.033], [-2.889, -0.052, 0.749], [-2.572, -0.063, -0.637], [-3.199, 0.891, 1.188], [-3.175, -0.992, 1.207], [-2.652, 0.868, -1.201], [-2.621, -1.013, -1.172], [0.164, -1.275, 3.684], [0.018, -0.021, 2.964], [0.159, 1.213, 3.710], [0.966, -0.007, 1.701], [-1.415, -0.021, 2.247]], "mulliken_charge": [0.5648, 0.0408, 0.0365, -0.8421, -0.7092, -0.7046, -0.0715, -0.7640, -0.6775, 0.3694, 0.4736, 0.3485, 0.3687, 0.3458, 0.3688, 0.3551, 0.4887, -0.8430, 0.3197, 0.2150, 0.3135, 0.3967, 0.3022, 0.2375, 0.3893, -0.1312, -0.8803, 0.2184, 0.2111, 0.3528, 0.3640, -0.7060, 1.2729, -0.6971, -0.7380, -0.5894]}

***

{"formula": "C8H19O6", "method": "ωB97M-V/def2-TZVPD", "charge": -1, "homo_ev": -3.93, "orbital_gap_ev": 6.902, "e_tot_ev": -20887.0891, "e_lumo_ev": 2.9694, "de_lowest_kcal_mol": 0.0, "species": ["O", "C", "O", "C", "C", "O", "C", "C", "O", "C", "H", "H", "H", "H", "H", "H", "H", "H", "H", "H", "H", "H", "H", "H", "O", "C", "O", "C", "H", "H", "H", "H", "H"], "positions_angstrom": [[1.635, 1.592, -0.893], [-0.271, 3.730, -0.240], [-0.478, 2.540, -0.954], [0.341, 1.457, -0.519], [-0.284, 0.192, -1.098], [-1.433, -0.178, -0.380], [-1.974, -1.404, -0.796], [-3.116, -1.796, 0.106], [-4.211, -0.942, -0.105], [-5.307, -1.238, 0.721], [-1.001, 4.468, -0.597], [-0.420, 3.574, 0.844], [0.742, 4.133, -0.398], [0.239, 1.417, 0.595], [0.475, -0.610, -1.049], [-0.522, 0.358, -2.165], [-1.211, -2.204, -0.764], [-2.329, -1.325, -1.841], [-2.787, -1.746, 1.161], [-3.395, -2.844, -0.108], [-6.114, -0.539, 0.471], [-5.663, -2.271, 0.559], [-5.046, -1.122, 1.787], [2.965, 0.669, -0.202], [4.027, 0.195, 0.241], [3.930, -3.335, 0.048], [4.095, -2.007, -0.368], [3.958, -1.075, 0.703], [4.088, -3.986, -0.821], [4.655, -3.608, 0.837], [2.911, -3.509, 0.441], [4.770, -1.280, 1.434], [2.988, -1.290, 1.210]], "mulliken_charge": [-0.9472, -0.7715, -0.3187, 0.2219, -0.4116, -0.1510, -0.5594, -0.4742, -0.2696, -0.7251, 0.2347, 0.2875, 0.2761, 0.1282, 0.2322, 0.2071, 0.3363, 0.2812, 0.2995, 0.3854, 0.2342, 0.2825, 0.2974, 0.4398, -0.6254, -0.6196, -0.2600, -0.2485, 0.2230, 0.2578, 0.2502, 0.2598, 0.2471]}

***

{"formula": "C8H19P", "method": "ωB97M-V/def2-TZVPD", "homo_ev": [-7.36, -7.58], "orbital_gap_ev": [8.000, 7.318], "e_tot_ev": -17887.7843, "e_lumo_ev": [0.6366, -0.2575], "de_lowest_kcal_mol": 63.9, "species": ["C", "C", "C", "C", "C", "C", "C", "C", "P", "H", "H", "H", "H", "H", "H", "H", "H", "H", "H", "H", "H", "H", "H", "H", "H", "H", "H", "H"], "positions_angstrom": [[0.209, 3.760, -0.304], [-0.155, -3.042, -1.577], [-0.443, -2.376, 0.723], [-1.021, -0.771, -1.139], [1.661, 2.149, 1.549], [-1.156, 1.948, 1.469], [1.214, -1.226, -0.786], [-0.071, -1.865, -0.678], [0.258, 2.116, 0.259], [-0.763, 4.259, -0.475], [1.066, 4.007, -0.919], [0.377, -3.997, -1.171], [0.210, -3.010, -2.655], [-1.186, -3.372, -1.541], [0.145, -3.212, 0.959], [-0.261, -1.616, 1.398], [-1.542, -2.393, 0.627], [-2.103, -1.252, -1.338], [-0.870, 0.163, -0.587], [-0.606, -0.543, -2.139], [1.706, 3.114, 2.005], [1.383, 1.181, 2.132], [2.643, 1.960, 0.984], [-1.009, 2.751, 2.268], [-2.107, 2.117, 0.879], [-1.139, 0.931, 1.821], [2.001, -1.103, -0.060], [1.561, -0.678, -1.704]], "mulliken_charge": [-1.0003, -1.5916, -1.7996, -1.1452, -1.1192, -1.0977, -1.5281, 2.3363, 0.7987, 0.3006, 0.2828, 0.3307, 0.2985, 0.4267, 0.5372, 0.3101, 0.4132, 0.3518, -0.1168, 0.3855, 0.4502, 0.2800, 0.3119, 0.3533, 0.3309, 0.2894, 0.3149, 0.2960]}

***

{"formula": "C8H20AlB2O4", "method": "ωB97M-V/def2-TZVPD", "charge": 1, "homo_ev": -13.66, "orbital_gap_ev": 4.790, "e_tot_ev": -24745.0795, "e_lumo_ev": -8.8714, "de_lowest_kcal_mol": 0.0, "species": ["Al", "B", "H", "H", "H", "H", "B", "H", "H", "H", "H", "O", "C", "O", "C", "C", "C", "H", "H", "H", "H", "H", "H", "O", "C", "O", "C", "C", "C", "H", "H", "H", "H", "H", "H"], "positions_angstrom": [[2.220, 0.183, -0.456], [3.467, 1.886, 1.429], [4.069, 1.504, 0.466], [2.977, 0.957, 2.031], [4.191, 2.417, 2.191], [2.549, 2.541, 1.086], [1.756, 2.220, -2.450], [1.910, 3.161, -3.149], [0.626, 2.114, -2.160], [2.173, 1.211, -2.923], [2.292, 2.537, -1.399], [0.420, -0.692, -2.547], [-0.450, -1.268, -3.168], [-0.198, -2.190, -4.083], [-1.430, -2.677, -4.662], [-2.507, -2.229, -3.731], [-1.938, -0.951, -3.102], [-1.373, -3.715, -4.988], [-1.500, -2.199, -5.646], [-2.678, -2.946, -2.927], [-3.432, -2.042, -4.274], [-2.173, -0.869, -2.042], [-2.246, -0.028, -3.589], [0.777, 0.425, 2.040], [0.003, 0.287, 2.973], [-1.153, 0.927, 2.975], [-1.878, 0.614, 4.169], [-0.866, 0.047, 5.156], [0.131, -0.592, 4.179], [-2.686, -0.105, 4.005], [-2.414, 1.517, 4.459], [-1.257, -0.636, 5.905], [-0.315, 0.822, 5.691], [-0.202, -1.606, 3.946], [1.134, -0.628, 4.596]], "mulliken_charge": [0.9968, 0.2829, -0.1297, -0.0700, 0.0330, -0.0702, 0.1548, 0.0674, -0.1216, -0.1114, -0.0494, -0.5085, 0.3740, -0.3362, -0.4644, -0.4708, -0.3263, 0.3535, 0.2621, 0.2628, 0.3166, 0.2397, 0.3221, -0.5938, 0.4244, -0.3082, -0.4662, -0.5055, -0.3743, 0.2611, 0.3354, 0.3482, 0.2739, 0.2839, 0.3137]}